1.
ORCA calculation (ωB97M-V with the def2-TZVPD basis set) on a gas-phase ion, C7H14P (charge +1) at a distorted geometry.

Summary:
energy relative to the best compared isomer or geometry (same formula, charge and spin): 0.0 kcal per mole
DFT total energy: -16767.6587 eV
M: 129.16 g/mol
total charge: +1

```
22
Properties=species:S:1:pos:R:3:forces:R:3
C -2.019303 0.043094 -0.497074 -0.17 2.43 1.62
C -1.183289 -0.228582 -1.455106 0.25 -0.61 -0.82
C -1.384663 0.512472 0.841102 -0.52 -0.72 -1.47
C 0.207857 -0.538962 -1.015252 2.51 0.38 -0.88
C 0.242943 -2.050989 -0.768826 2.37 -0.39 1.23
C 1.544974 -0.099690 1.664846 -0.34 0.60 1.66
C 0.747953 2.142182 -0.186686 1.02 -1.62 0.85
P 0.370883 0.483654 0.483205 -0.60 0.93 -1.15
H -3.088855 0.158205 -0.549722 -0.15 -0.16 -0.31
H -1.524701 -0.516105 -2.422262 0.00 -0.17 -0.70
H -1.726397 1.475170 1.134366 -0.26 0.95 0.19
H -1.796402 -0.178533 1.503600 0.00 -1.15 1.93
H 1.103111 -0.176568 -1.717770 -2.05 -0.95 1.19
H -0.659460 -2.441737 -0.395250 -1.78 -0.30 -0.60
H 0.814789 -2.364844 0.152194 0.55 0.55 -1.18
H 0.652034 -2.568310 -1.642298 -0.38 -0.14 0.35
H 2.531559 -0.020379 1.230325 0.31 -0.12 0.02
H 1.258026 -1.114008 1.849245 0.22 -0.88 0.05
H 1.511534 0.375312 2.694975 -0.02 -0.10 -1.45
H 1.703265 1.995773 -0.768102 -0.99 0.70 0.60
H 0.809154 2.821453 0.675815 0.14 0.13 -0.66
H -0.115012 2.291395 -0.811325 -0.13 0.64 -0.46
```
Positions in Å, forces in eV/Å.

***

2.
ORCA calculation (ωB97M-V with the def2-TZVPD basis set) on a gas-phase ion, C14H17N4 (charge +1) at a distorted geometry.

Summary:
SMILES: C=CCc1[nH]cc(-c2ccncc2)[n+]1N=C(C)C
DFT total energy: -20744.5950 eV
M: 241.32 g/mol
total charge: +1

```
35
Properties=species:S:1:pos:R:3:forces:R:3
C 1.635082 -3.145537 0.871670 -0.55 -0.24 -0.57
C 0.606783 -3.725088 0.166976 0.66 0.39 0.24
C -0.454578 -2.838608 -0.471837 1.53 -0.05 -0.98
C 0.175852 -1.532149 -0.846265 -0.83 -1.11 -0.01
N 0.916748 -1.377885 -1.937357 0.46 0.83 -0.19
C 1.389846 -0.079917 -1.981550 0.00 -0.01 -0.02
C 0.906347 0.550153 -0.891744 -0.08 0.49 0.52
C 1.110688 1.923808 -0.423921 -0.02 0.51 0.38
C 1.124574 3.009670 -1.293908 0.02 -0.45 -0.04
C 1.365482 4.275877 -0.787715 0.05 0.64 -0.39
N 1.580363 4.576892 0.491650 -0.29 -0.89 -0.27
C 1.525473 3.523173 1.307903 0.15 0.25 0.65
C 1.308514 2.210604 0.926905 -0.01 -0.20 -0.30
N 0.138749 -0.384270 -0.189212 0.21 0.80 -0.97
N -0.542318 -0.159577 1.015359 0.05 -1.08 0.53
C -1.819462 -0.189746 0.907044 -0.39 0.25 -0.41
C -2.573381 -0.044590 -0.393408 0.61 -0.15 0.11
C -2.632744 -0.327425 2.143509 0.39 0.36 0.55
H 1.729072 -3.247608 1.947937 1.28 -1.55 -0.25
H 2.355906 -2.529556 0.334446 -0.92 1.58 0.54
H 0.531897 -4.803541 0.055370 -1.24 -0.08 1.43
H -0.928179 -3.295080 -1.342070 -0.25 0.12 0.05
H -1.164161 -2.656620 0.332320 -0.24 -0.15 -0.16
H 1.125017 -2.081901 -2.626787 -0.08 -0.19 0.14
H 2.039368 0.316937 -2.739827 0.01 -0.19 -0.12
H 0.950624 2.877212 -2.353493 -0.01 0.05 -0.02
H 1.373258 5.109266 -1.481546 0.05 0.04 0.04
H 1.667404 3.730958 2.362697 0.06 0.06 -0.01
H 1.306257 1.427213 1.670014 0.00 0.02 0.05
H -2.531312 -0.958366 -0.987803 -0.19 -0.04 0.01
H -3.605884 0.222224 -0.198592 -0.05 -0.03 -0.07
H -2.076071 0.735276 -0.971913 -0.19 0.06 -0.12
H -2.005977 -0.407754 3.029249 0.09 0.00 -0.06
H -3.292647 0.530215 2.276700 -0.15 -0.08 -0.13
H -3.236590 -1.234255 2.079198 -0.12 0.06 -0.15
```
Positions in Å, forces in eV/Å.

***

3.
ORCA calculation (ωB97M-V with the def2-TZVPD basis set) on 3 unconnected molecules or ions with the total composition C24H24FIN2O5S at a distorted geometry.

Summary:
SMILES: CC[C@@H](I)c1c(CC(=O)F)ccc2c1C(=O)C=C(S(C)(=O)=O)C2=O.c1cc[nH]c1.c1cc[nH]c1
DFT total energy: -60146.6992 eV
M: 598.43 g/mol

```
58
Properties=species:S:1:pos:R:3:forces:R:3
C 3.570162 -2.671481 3.943106 -0.41 0.43 0.84
C 2.600377 -1.797091 3.126551 0.92 -0.33 0.02
C 2.628127 -1.957626 1.565343 -0.99 0.21 0.85
I 4.186009 -3.238910 0.803739 -0.14 0.25 -0.17
C 1.256420 -2.354701 1.024720 1.20 0.00 -0.09
C 0.592275 -3.523809 1.403928 0.79 -0.73 0.86
C 1.178683 -4.545502 2.373579 -1.12 0.54 -0.41
C 0.778807 -4.313250 3.817418 1.35 -0.90 1.38
O 1.343141 -4.811803 4.747607 -0.76 0.58 -0.91
F -0.301943 -3.527484 4.047132 0.25 -0.21 -0.57
C -0.650270 -3.832740 0.924216 -0.91 -0.15 -0.31
C -1.289048 -2.987727 0.044017 -0.53 -0.38 -0.22
C -0.638849 -1.860423 -0.347091 -0.34 1.50 -0.90
C 0.625598 -1.519776 0.118672 0.06 0.32 -0.15
C 1.206049 -0.241312 -0.416301 0.04 0.42 -0.28
O 2.367709 -0.045840 -0.688965 -0.37 -0.12 0.28
C 0.193375 0.865539 -0.658890 0.67 -0.28 0.53
C -1.010291 0.539789 -1.076602 -1.37 -0.50 -0.55
S -2.216561 1.872283 -1.300324 -0.05 1.81 -0.07
C -3.806884 1.102121 -1.111141 0.01 -1.01 -0.39
O -2.044199 2.587226 -2.546943 -0.26 -1.51 -0.31
O -2.064447 2.767100 -0.177786 0.10 -0.79 0.58
C -1.349399 -0.934493 -1.307365 0.73 0.11 0.34
O -2.078144 -1.353974 -2.170031 -0.32 0.46 0.22
H 4.597302 -2.302668 3.919065 -0.07 -0.17 -0.37
H 3.264883 -2.584178 4.994414 0.05 -0.06 -0.13
H 3.530538 -3.733608 3.714592 0.12 0.08 -0.14
H 1.590217 -1.914083 3.529055 -0.01 -0.07 -0.32
H 2.876664 -0.760582 3.346402 -0.14 -0.07 -0.11
H 2.849637 -0.973622 1.169313 0.33 -0.36 -0.19
H 0.712514 -5.502465 2.108837 0.17 0.01 0.15
H 2.249516 -4.687108 2.255923 -0.01 0.15 0.40
H -1.164580 -4.736927 1.230866 0.18 -0.01 0.09
H -2.277473 -3.169628 -0.361122 0.08 -0.21 0.09
H 0.497725 1.887354 -0.447561 0.05 -0.09 -0.18
H -4.626170 1.784170 -1.335996 0.39 0.34 0.09
H -3.890847 0.243349 -1.784399 0.14 0.19 -0.04
H -3.875005 0.725035 -0.088010 0.07 0.25 -0.03
C -0.020313 -0.838450 -6.096259 0.09 0.14 -0.04
C 0.552833 0.363627 -6.597980 -0.02 0.05 0.09
C -0.019402 1.407185 -5.912102 -0.03 0.00 -0.06
N -0.921036 0.879639 -5.028887 0.05 0.20 0.07
C -0.918148 -0.471762 -5.129313 -0.17 -0.57 0.05
H 0.205095 -1.846099 -6.403582 -0.01 0.01 -0.01
H 1.301515 0.452164 -7.367689 0.00 0.01 0.01
H 0.134304 2.470644 -5.978921 0.01 -0.01 -0.02
H -1.499537 1.381102 -4.377512 0.10 0.31 -0.01
H -1.563628 -1.059890 -4.499865 0.01 -0.07 -0.06
C 0.166555 6.461509 2.028437 0.08 -0.02 -0.02
C -1.027942 6.691725 2.758557 -0.06 0.01 0.05
C -1.963957 5.802248 2.294948 0.03 -0.01 -0.06
N -1.384234 5.049025 1.314334 -0.13 0.01 0.07
C -0.086918 5.440203 1.148091 -0.05 -0.03 -0.02
H 1.103149 6.983429 2.136326 -0.01 -0.01 0.00
H -1.182883 7.424014 3.533801 0.00 -0.01 -0.01
H -2.990544 5.643013 2.579026 0.01 0.03 0.01
H -1.841100 4.314054 0.790169 0.20 0.21 0.14
H 0.544570 4.961462 0.418453 0.01 0.04 -0.01
```
Positions in Å, forces in eV/Å.

***

4.
ORCA calculation (ωB97M-V with the def2-TZVPD basis set) on 2 unconnected molecules or ions with the total composition C3H10N2 at a distorted geometry.

Summary:
energy relative to the best compared isomer or geometry (same formula, charge and spin): 38.6 kcal per mole
SMILES: [H]/N=C/N.CC
DFT total energy: -6251.7536 eV
M: 74.13 g/mol

```
15
Properties=species:S:1:pos:R:3:forces:R:3
H 3.039352 1.635575 -1.654029 -1.28 0.37 -0.50
N 2.433006 0.806171 -1.774879 2.08 -0.82 1.23
C 2.559700 0.259094 -0.604030 -1.96 1.35 -1.52
N 2.260846 -1.071924 -0.381300 -0.99 -0.30 1.25
H 2.551633 0.985672 0.224221 1.28 -0.85 0.46
H 2.115852 -1.294400 0.601702 0.50 0.26 -0.03
H 1.374525 -1.357272 -0.786708 0.36 -0.03 -0.88
C -1.894963 -0.558459 0.010442 -0.03 1.53 -0.10
C -2.235304 0.467332 1.126982 1.88 0.65 -0.25
H -2.113501 -0.011645 -0.912110 -0.13 -0.46 -0.16
H -2.606970 -1.372648 0.105183 0.52 -0.47 -0.27
H -0.827781 -0.785564 -0.114453 -0.41 -0.61 0.57
H -2.779606 1.265296 0.576035 -0.81 -0.67 1.48
H -2.505672 -0.018374 2.077334 -1.18 0.43 -0.64
H -1.371121 1.051153 1.505608 0.17 -0.39 -0.62
```
Positions in Å, forces in eV/Å.

***

no.,HOMO (eV)
1,-13.91
2,-11.72
3,-7.94
4,-9.55